Entry from the OMol25 dataset: a 10-piece molecular cluster, C3H27NO11 overall at a distorted geometry (ωB97M-V with the def2-TZVPD basis set).

Structure (XYZ):
```
42
Properties=species:S:1:pos:R:3:forces:R:3:lowdin_charge:R:1
N 0.70989 -0.39535 3.60126 -0.55 -1.60 0.29 0.0539
C -0.63509 -0.88684 3.38013 -0.88 -0.09 2.82 -0.3439
C -1.67378 0.23770 2.96497 3.44 -0.13 0.40 -0.1672
O -0.95893 0.79048 1.83509 -0.75 0.11 0.38 -0.0976
C -0.71154 -2.06116 2.38557 0.82 1.14 -1.45 -0.2655
O -0.37581 -3.33384 2.81798 1.11 -0.86 1.33 -0.0507
H 1.19432 -0.22691 2.75048 0.55 0.61 -0.14 0.0205
H 0.90939 0.15146 4.41833 -0.16 0.17 -0.22 0.0747
H -0.99262 -1.37179 4.37358 0.32 0.86 -1.37 0.1635
H -1.89680 1.00862 3.75750 0.25 -0.91 -0.80 0.1366
H -2.47253 -0.37083 2.68880 -2.18 -0.13 -0.66 0.0715
H -1.45100 1.52187 1.45460 -0.26 0.02 -0.09 0.0657
H -0.08832 -1.84385 1.47806 -0.72 -0.34 0.86 0.1003
H -1.71714 -2.15886 2.01885 -0.62 0.07 -0.06 0.1172
H 0.51180 -3.34530 3.24114 -0.84 0.28 -0.45 0.1110
O 1.97869 -0.99013 -1.97283 -0.63 0.23 0.60 -0.0514
H 2.49119 -1.50153 -2.58601 1.13 0.27 -0.21 0.0327
H 1.95734 -0.08047 -2.31000 0.38 0.30 -0.22 0.0063
O -1.85918 -0.99500 -1.68515 0.51 0.51 -0.31 -0.0458
H -1.28455 -0.30797 -2.06084 -0.30 0.27 0.31 0.0233
H -1.50732 -1.75103 -2.15613 -0.19 -0.65 0.04 0.0313
O 1.40474 -0.38966 0.87972 0.16 -0.15 -0.07 -0.0784
H 1.86014 -1.02056 0.31701 0.04 -0.09 -0.31 0.0563
H 0.45780 -0.59648 0.84751 0.31 0.51 -0.21 0.0190
O 0.75065 3.72435 -1.91890 0.11 0.73 -0.40 -0.0657
H 0.27374 2.94287 -1.64942 -0.26 -0.18 0.28 0.0006
H 1.48870 3.72338 -1.29807 -0.18 0.07 0.30 0.0275
O -3.23863 1.15626 0.30306 -0.34 -1.60 -0.95 -0.0742
H -4.12049 1.10182 -0.09872 0.10 0.55 0.29 0.0511
H -2.91505 0.26207 0.01728 0.21 1.03 0.48 0.0396
O -0.56307 1.73859 -3.55042 -1.25 -1.15 -2.43 -0.0619
H -1.23008 2.41933 -3.47788 -0.12 0.81 0.71 0.0521
H -0.90786 1.37146 -4.43045 1.20 0.20 1.68 0.1110
O 1.74968 2.02337 -0.08853 -0.99 -1.39 -2.56 -0.1093
H 1.40907 1.36261 -0.82963 1.33 2.05 2.46 0.0740
H 1.78954 1.44354 0.67663 -0.10 -0.25 0.15 0.0082
O 2.17356 1.59795 -2.90778 1.18 1.13 0.30 -0.0832
H 2.63232 2.41720 -2.57094 -0.46 -1.56 -0.32 0.0907
H 1.38246 1.99778 -3.27268 -0.62 0.00 -0.31 -0.0007
O 1.26714 -3.49417 -2.61137 0.53 1.90 -1.04 -0.0893
H 1.50666 -2.53867 -2.87711 -1.24 -2.70 0.61 0.0303
H 0.70097 -3.33231 -1.85470 -0.05 -0.08 0.28 0.0159
```
Positions in Å, forces in eV/Å.

As for the lowest unoccupied orbital energy: -0.20 eV. As for the SMILES: NC(CO)CO.O.O.O.O.O.O.O.O.O. Its orbital gap is 8.3 eV.

***

Entry from the OMol25 dataset: C3H2FNS as an isolated structure at a distorted geometry (ωB97M-V with the def2-TZVPD basis set).

Structure (XYZ):
```
8
Properties=species:S:1:pos:R:3:forces:R:3:lowdin_charge:R:1
C -1.10768 -1.09676 0.21228 -2.68 0.81 3.42 -0.2392
C 0.05422 -0.35987 0.09170 4.26 5.64 0.10 -0.7723
C -0.01652 1.17682 -0.00517 0.46 6.61 1.61 -0.2486
H -1.02258 -1.90137 -0.36067 -0.19 -3.38 -3.28 0.0832
H -1.34888 -1.61788 1.21031 0.13 1.66 -0.85 0.1810
N 0.16548 2.40154 0.10866 -1.42 -8.37 -0.99 0.1274
F -1.98219 -0.14063 -0.24671 -2.44 -0.96 0.03 -0.0127
S 1.59204 -0.64669 -0.07392 1.89 -2.02 -0.06 0.8812
```
Positions in Å, forces in eV/Å.

As for the lowest unoccupied orbital energy: -1.52 eV. Its orbital gap is 8.1 eV.

***

Entry from the OMol25 dataset: C42H51F3N2NiP2Sb as an isolated structure at a distorted geometry (ωB97M-V with the def2-TZVPD basis set).

Structure (XYZ):
```
102
Properties=species:S:1:pos:R:3:forces:R:3:lowdin_charge:R:1
Ni 0.38662 -0.11594 0.83475 -0.34 -0.07 1.22 -0.0386
C 2.20268 2.81626 0.02355 -0.15 0.03 0.00 -0.1121
C 0.72888 3.21574 -0.12411 -0.09 -0.22 0.09 -0.5212
C 0.56343 4.73070 -0.06692 -0.05 -0.05 -0.05 -0.0883
P -0.28478 2.16345 1.04723 0.75 0.75 0.11 1.0964
C -1.88438 3.07084 1.26602 -0.20 -0.58 -0.13 -0.5175
C -2.70525 3.10788 -0.01990 0.09 0.07 0.05 -0.1024
C -2.66842 2.42643 2.41178 0.08 0.06 -0.03 -0.0932
C 0.54292 2.43124 2.64070 -0.08 -0.31 -0.03 -0.3043
C 0.87059 3.66513 3.18917 0.09 0.03 -0.02 -0.0830
C 1.69198 3.74545 4.30114 0.01 0.11 0.02 -0.0776
C 2.21955 2.57810 4.83897 -0.03 -0.01 -0.02 -0.0668
C 1.84262 1.34109 4.34807 -0.02 -0.11 -0.09 -0.0389
C 0.92649 1.24435 3.28826 -0.08 0.21 0.12 -0.3065
N 0.37945 0.05307 2.82332 -0.02 -0.20 -0.85 -0.0638
C 0.04069 -0.98722 3.65872 -0.06 -0.16 0.18 -0.2945
C -0.03597 -0.89232 5.06687 0.01 0.06 -0.15 -0.0265
C -0.29901 -2.00387 5.84085 0.01 0.07 -0.07 -0.0715
C -0.51820 -3.24764 5.26032 -0.07 -0.17 0.01 -0.0892
C -0.56260 -3.33916 3.88228 -0.09 -0.08 0.10 -0.1021
C -0.33067 -2.22412 3.08364 0.33 0.32 -0.19 -0.3120
P -0.67990 -2.12094 1.31377 -0.54 -0.22 0.52 1.0695
C -0.50190 -3.86829 0.72848 0.20 0.28 -0.33 -0.5185
C -0.99142 -4.04581 -0.70753 -0.02 -0.07 0.10 -0.1009
C 0.97051 -4.27072 0.84531 -0.10 0.01 0.06 -0.1062
C -2.51464 -1.74445 1.37784 0.21 0.03 -0.48 -0.4989
C -3.38378 -2.94769 1.71593 0.03 0.03 0.10 -0.0906
C -2.95628 -1.04186 0.08798 0.03 -0.09 0.16 -0.1307
H 2.75657 3.02458 -0.89404 -0.01 0.02 0.02 0.0866
H 2.67163 3.36300 0.84253 -0.02 -0.01 0.03 0.0880
H 2.29794 1.74964 0.24879 0.06 0.03 -0.04 0.0163
H 0.38241 2.89704 -1.10824 -0.01 -0.04 -0.02 0.0528
H 0.95948 5.14696 0.85661 -0.01 0.04 0.01 0.0649
H 1.13188 5.17200 -0.88848 -0.01 0.03 0.00 0.0900
H -0.47487 5.04153 -0.18519 0.02 0.03 0.02 0.0701
H -1.60487 4.08905 1.54647 0.10 -0.01 0.04 0.1055
H -3.04792 2.10617 -0.28828 0.01 0.03 0.00 0.0601
H -3.58621 3.73628 0.12234 -0.01 -0.01 -0.02 0.0925
H -2.13387 3.51140 -0.85749 -0.05 -0.03 -0.04 0.0621
H -2.90071 1.38359 2.18025 -0.03 0.01 0.01 0.0633
H -2.10237 2.45237 3.34271 -0.02 -0.04 0.02 0.0758
H -3.60784 2.95848 2.56892 -0.01 -0.01 -0.01 0.0880
H 0.48479 4.57462 2.74965 0.02 0.01 -0.01 0.0967
H 1.94123 4.70779 4.72715 0.01 -0.01 -0.02 0.1069
H 2.92189 2.63310 5.66080 -0.01 -0.01 0.01 0.1112
H 2.24990 0.43909 4.78376 -0.05 -0.02 0.07 0.1154
H 0.09590 0.06554 5.54405 0.09 0.04 0.05 0.1052
H -0.33813 -1.89983 6.91765 0.01 0.02 0.00 0.1109
H -0.70291 -4.11838 5.87446 0.02 0.00 -0.02 0.1047
H -0.79988 -4.29368 3.42844 -0.01 0.01 0.00 0.1012
H -1.10720 -4.49667 1.38357 -0.01 0.07 0.08 0.0970
H -0.41166 -3.43239 -1.39630 -0.09 -0.19 0.19 0.0327
H -0.87479 -5.08768 -1.01186 -0.01 -0.02 0.02 0.0973
H -2.04338 -3.78392 -0.82329 0.02 -0.02 -0.01 0.0638
H 1.57660 -3.68709 0.14594 0.02 -0.01 -0.01 0.0662
H 1.35191 -4.11851 1.85615 0.04 -0.03 -0.02 0.0679
H 1.09412 -5.32412 0.59086 0.02 0.00 -0.02 0.0890
H -2.57777 -1.02419 2.19916 0.07 0.01 0.01 0.1014
H -3.39189 -3.68006 0.90796 -0.02 -0.01 0.01 0.0724
H -3.04264 -3.43550 2.63015 -0.04 -0.02 -0.01 0.0728
H -4.41233 -2.62199 1.88029 -0.01 -0.02 -0.01 0.0888
H -2.86378 -1.70428 -0.77756 -0.03 0.03 0.02 0.0591
H -3.99718 -0.71701 0.15681 0.01 -0.02 0.00 0.0921
H -2.33068 -0.16121 -0.07975 -0.06 0.03 -0.04 0.0099
N 2.45062 -0.92228 1.17951 0.06 -0.01 -0.32 0.0603
H 2.36719 -1.61664 1.91608 -0.16 0.05 0.07 0.0514
H 3.13937 -0.24763 1.49819 -0.02 0.06 0.01 0.0604
H 2.83844 -1.40243 0.37411 0.18 -0.02 0.04 0.0337
F -1.07075 -5.05396 -5.31712 -0.03 -0.07 -0.06 0.0887
C -0.73659 -4.00903 -4.55564 0.05 0.12 0.12 -0.2725
C 0.58647 -3.84288 -4.19101 0.03 -0.10 -0.02 0.0124
C 0.92484 -2.76239 -3.39257 -0.01 0.09 -0.01 -0.1363
C -0.04596 -1.85417 -2.97918 0.13 0.26 0.23 -0.3876
C -1.36841 -2.05004 -3.36161 0.03 0.15 -0.09 -0.1256
C -1.72415 -3.12829 -4.15585 -0.06 -0.03 0.00 0.0136
Sb 0.52446 -0.21169 -1.71360 0.00 0.22 -1.04 1.5853
C 2.42548 0.06837 -2.66704 -0.26 -0.05 0.38 -0.3708
C 3.58843 0.31340 -1.94531 -0.01 0.00 0.00 -0.1322
C 4.80663 0.47504 -2.58975 0.06 0.01 0.01 0.0098
C 4.83552 0.39500 -3.96802 -0.11 -0.02 0.06 -0.2719
F 6.00220 0.54615 -4.59930 0.06 0.02 -0.04 0.0896
C 3.69463 0.16334 -4.71771 0.03 0.00 -0.07 0.0177
C 2.49015 -0.00399 -4.05786 -0.02 -0.01 0.02 -0.1304
C -0.55189 1.28997 -2.81320 0.10 -0.20 0.33 -0.3588
C 0.11710 2.26640 -3.54732 -0.04 -0.05 -0.01 -0.1218
C -0.58828 3.22536 -4.25651 0.02 0.06 -0.05 0.0151
C -1.97019 3.19457 -4.22201 0.04 -0.11 0.09 -0.2737
F -2.65611 4.11026 -4.91229 -0.04 0.07 -0.04 0.0869
C -2.66444 2.25287 -3.48747 -0.05 0.00 -0.03 0.0028
C -1.94305 1.30664 -2.77490 0.02 -0.03 -0.04 -0.1468
H 1.32844 -4.55273 -4.53157 -0.01 0.00 0.01 0.1283
H 1.95879 -2.62835 -3.09867 0.02 -0.03 -0.04 0.1042
H -2.13839 -1.35435 -3.05350 -0.01 -0.05 -0.04 0.0832
H -2.74758 -3.29317 -4.46492 0.01 0.00 -0.01 0.1289
H 3.55754 0.40339 -0.86727 0.03 -0.02 -0.03 0.0665
H 5.72021 0.66340 -2.04242 0.00 0.00 -0.01 0.1270
H 3.76157 0.11572 -5.79631 0.01 -0.01 0.01 0.1293
H 1.59051 -0.19563 -4.63051 0.03 0.01 -0.06 0.1127
H 1.19862 2.29057 -3.56726 0.03 0.01 -0.03 0.0990
H -0.08243 3.98807 -4.83349 -0.02 0.00 0.00 0.1279
H -3.74607 2.27211 -3.47241 0.01 0.01 -0.01 0.1305
H -2.48551 0.58361 -2.17586 -0.02 0.05 -0.05 0.0745
```
Positions in Å, forces in eV/Å.

As for the lowest unoccupied orbital energy (spin up / spin down): -3.42 / -2.70 eV. Its charge is +1. Its orbital gap (spin up / spin down) is 6.0 / 6.8 eV.